1.
The following is a quantum chemistry calculation of C3H2FGdO2 as an isolated structure in a non-equilibrium geometry, from the OMol25 dataset.

Summary:
Charge = +1
Frontier orbital gap (spin up / spin down) = 7.9 / 5.5 eV
Expectation value of S² = 20.070
Energy = -30772.5887 eV
Energy above the lowest of the compared OMol25 structures with the same formula, charge and spin = 158.26 kcal per mole
HOMO level (spin up / spin down) = -11.721 / -13.070 eV
Multiplicity = 9

Positions of all 9 atoms, in Å:
H: 1.951 0.395 2.789
C: -0.603 0.677 -0.491
C: -0.123 -0.560 -0.705
O: -0.847 -1.491 -1.448
C: -1.248 -2.613 -1.034
O: -0.020 1.588 0.231
H: -1.584 0.893 -0.933
F: 1.115 -0.954 -0.416
Gd: 1.359 2.063 2.007

Mulliken atomic charge list, values in e, 6 entries: -0.32 0.18 0.52 -0.12 0.02 -0.52

2.
The following is a quantum chemistry calculation of a 2-piece molecular cluster, C3H11N2 overall in a non-equilibrium geometry, from the OMol25 dataset.

Summary:
Charge = +1
Frontier orbital gap = 8.8 eV
Energy = -6260.9866 eV
Energy above the lowest of the compared OMol25 structures with the same formula, charge and spin = 59.84 kcal per mole
HOMO level = -12.281 eV

Positions of all 16 atoms, in Å:
C: 2.047 -0.318 0.122
N: 1.463 -0.258 -1.309
H: 3.073 0.014 0.152
H: 1.413 0.329 0.765
H: 2.069 -1.331 0.469
H: 0.506 -0.170 -1.299
H: 1.890 -0.887 -1.958
H: 1.714 0.716 -1.587
C: -1.973 1.309 1.048
C: -1.437 0.047 0.871
N: -1.270 -0.645 -0.272
H: -2.213 2.114 0.155
H: -2.345 1.506 2.054
H: -1.178 -0.595 1.846
H: -2.081 -0.170 -0.855
H: -1.677 -1.660 -0.201

Mulliken atomic charge list, values in e, 6 entries: -0.76 -0.20 0.36 0.31 0.33 0.22

3.
The following is a quantum chemistry calculation of a 6-piece molecular cluster, C38H83F3NO17 overall, from the OMol25 dataset.

Summary:
Charge = -1
Frontier orbital gap = 3.7 eV
Energy = -85193.0226 eV
Energy above the lowest of the compared OMol25 structures with the same formula, charge and spin = 0.00 kcal per mole
HOMO level = -1.564 eV

Positions of all 142 atoms, in Å:
N: -0.805 -1.521 4.231
C: -0.527 -0.987 2.971
O: -0.699 -1.677 1.983
C: 0.007 0.419 2.848
C: -0.209 1.402 4.000
C: -1.271 2.466 3.708
C: -2.600 1.865 3.265
C: -3.447 1.297 4.399
O: -4.846 1.110 4.040
C: -5.294 -0.189 4.005
C: -5.053 -0.865 2.662
F: -5.374 -0.087 1.602
F: -5.796 -2.016 2.568
F: -3.742 -1.237 2.525
H: -1.772 -1.773 4.340
H: -0.486 -0.925 4.979
H: 1.063 0.323 2.602
H: -0.460 0.827 1.957
H: 0.736 1.923 4.142
H: -0.366 0.855 4.946
H: -1.475 2.977 4.658
H: -3.211 2.653 2.825
H: -2.488 1.110 2.487
H: -3.440 2.029 5.199
H: -3.034 0.365 4.783
H: -6.364 -0.231 4.192
H: -4.815 -0.836 4.740
C: 2.514 -4.046 9.485
O: 2.870 -2.703 9.262
C: 2.783 -2.358 7.888
C: 2.833 -0.858 7.705
O: 1.592 -0.214 7.932
C: 1.199 -0.034 9.281
C: 1.922 1.095 9.978
O: 3.198 0.674 10.434
C: 4.001 1.763 10.816
H: 3.163 -4.728 8.922
H: 2.631 -4.246 10.549
H: 1.471 -4.229 9.204
H: 1.847 -2.740 7.462
H: 3.628 -2.815 7.355
H: 3.062 -0.664 6.656
H: 3.628 -0.417 8.311
H: 1.285 -0.962 9.850
H: 0.142 0.234 9.231
H: 1.329 1.423 10.845
H: 2.029 1.936 9.283
H: 4.198 2.425 9.964
H: 4.947 1.365 11.178
H: 3.529 2.342 11.619
C: -0.266 4.927 -2.447
O: -0.804 3.657 -2.702
C: -1.315 3.498 -4.010
C: -1.523 2.025 -4.272
O: -0.334 1.342 -4.647
C: 0.611 1.117 -3.607
C: 0.230 0.036 -2.625
O: -0.677 0.560 -1.686
C: -1.244 -0.445 -0.863
H: -1.011 5.721 -2.586
H: 0.062 4.931 -1.410
H: 0.599 5.121 -3.096
H: -0.622 3.912 -4.755
H: -2.277 4.026 -4.086
H: -2.194 1.916 -5.127
H: -1.994 1.553 -3.408
H: 0.821 2.045 -3.074
H: 1.526 0.808 -4.119
H: 1.137 -0.305 -2.102
H: -0.213 -0.818 -3.157
H: -1.829 -1.154 -1.467
H: -1.907 0.044 -0.154
H: -0.475 -0.978 -0.306
C: -2.547 -3.667 0.384
O: -3.577 -4.460 -0.186
C: -4.124 -3.845 -1.332
C: -4.969 -4.828 -2.109
O: -4.211 -5.703 -2.938
C: -3.562 -6.778 -2.282
C: -4.481 -7.929 -1.940
O: -5.197 -7.666 -0.747
C: -6.256 -8.570 -0.560
H: -2.918 -2.678 0.661
H: -2.191 -4.168 1.280
H: -1.710 -3.558 -0.314
H: -3.321 -3.468 -1.979
H: -4.751 -2.998 -1.019
H: -5.596 -4.258 -2.798
H: -5.624 -5.388 -1.440
H: -3.022 -6.435 -1.397
H: -2.829 -7.149 -3.003
H: -3.881 -8.840 -1.798
H: -5.181 -8.092 -2.770
H: -6.995 -8.484 -1.366
H: -6.737 -8.323 0.384
H: -5.893 -9.605 -0.513
C: 4.413 2.662 -2.767
O: 4.268 3.118 -1.445
C: 2.899 3.274 -1.095
C: 2.736 3.412 0.401
O: 2.766 2.172 1.085
C: 4.035 1.589 1.303
C: 4.798 2.212 2.450
O: 5.449 3.403 2.037
C: 5.909 4.152 3.135
H: 3.952 3.358 -3.481
H: 5.478 2.593 -2.980
H: 3.961 1.670 -2.893
H: 2.323 2.406 -1.437
H: 2.514 4.174 -1.594
H: 1.739 3.814 0.591
H: 3.468 4.112 0.810
H: 4.638 1.582 0.392
H: 3.824 0.552 1.576
H: 5.559 1.502 2.807
H: 4.101 2.427 3.268
H: 5.074 4.478 3.767
H: 6.419 5.031 2.745
H: 6.616 3.573 3.743
C: 2.668 2.083 -12.722
O: 2.242 1.904 -11.394
C: 2.053 3.140 -10.728
C: 1.287 2.947 -9.439
O: -0.115 2.841 -9.619
C: -0.602 1.586 -10.070
C: -0.649 0.530 -8.990
O: 0.628 -0.051 -8.808
C: 0.684 -0.811 -7.619
H: 3.614 2.637 -12.765
H: 2.818 1.097 -13.157
H: 1.912 2.617 -13.310
H: 1.501 3.835 -11.375
H: 3.038 3.574 -10.501
H: 1.428 3.846 -8.836
H: 1.680 2.098 -8.876
H: -0.039 1.229 -10.935
H: -1.627 1.780 -10.391
H: -1.360 -0.257 -9.284
H: -0.994 0.985 -8.053
H: 0.513 -0.179 -6.740
H: 1.679 -1.248 -7.551
H: -0.058 -1.618 -7.631

Mulliken atomic charge list, values in e, 6 entries: -0.42 0.40 -0.50 0.42 -0.53 -1.75

4.
The following is a quantum chemistry calculation of a 2-piece molecular cluster, C4H8 overall in a non-equilibrium geometry, from the OMol25 dataset.

Summary:
Charge = -1
Frontier orbital gap (spin up / spin down) = 4.7 / 7.0 eV
Expectation value of S² = 0.755
Energy = -4272.1193 eV
Energy above the lowest of the compared OMol25 structures with the same formula, charge and spin = 78.80 kcal per mole
HOMO level (spin up / spin down) = 0.088 / -2.269 eV
Multiplicity = 2

Positions of all 12 atoms, in Å:
C: 1.197 -0.384 0.440
C: 0.415 0.831 0.407
C: -0.736 0.097 0.977
C: 0.627 2.148 -0.035
H: 1.403 -0.698 1.509
H: 0.841 -1.253 -0.119
H: -1.672 -2.877 -2.258
H: -1.391 -0.340 0.168
H: -0.727 -0.556 1.854
H: -0.220 2.808 -0.210
H: -1.276 -2.227 -2.198
H: 1.539 2.451 -0.535

Mulliken atomic charge list, values in e, 6 entries: -0.77 0.21 -0.75 -0.76 0.15 0.07